C38H33ClGeN6O4RuS as an isolated structure at a distorted geometry, computed with wB97M-V/def2-TZVPD.

## Properties
E_LUMO (alpha / beta), eV: 0.0 / -1.1
Total energy, Ha: -5127.30997
Gap between HOMO and LUMO (alpha / beta), eV: 6.533 / 6.719
E_HOMO (alpha / beta), eV: -6.5 / -7.8
Energy relative to the best compared isomer or geometry (same formula, charge and spin), kJ/mol: 250.54
Spin multiplicity: 5

Last column: Löwdin spin population.
Positions of all 85 atoms, in Å:
Ru (0.174730, -0.198430, 0.282736)  2.659
N (8.539610, 1.640224, 2.336342)  0.000
C (7.373333, 1.474106, 1.639749)  0.000
C (6.461895, 2.532048, 1.669438)  0.000
C (5.173515, 2.271572, 1.193866)  0.000
C (4.836015, 1.088794, 0.562493)  0.000
C (5.698287, -0.004206, 0.564257)  0.000
C (6.995099, 0.202782, 1.004753)  0.000
S (3.437711, 1.099776, -0.561064)  0.003
O (3.456335, -0.166661, -1.258540)  0.002
O (3.419323, 2.332603, -1.275366)  0.002
N (2.156527, 0.992874, 0.513945)  0.029
C (1.396301, 2.116611, 0.683093)  0.021
N (0.051796, 1.763871, 0.766561)  0.043
C (-1.015249, 2.562389, 0.915137)  0.032
C (-0.725757, 3.852098, 1.342501)  0.003
C (0.653442, 4.162593, 1.452083)  0.025
N (1.687324, 3.327844, 1.131062)  -0.003
H (8.754986, 2.576417, 2.573263)  0.000
H (9.133638, 0.847247, 2.506698)  0.000
H (6.747856, 3.499639, 2.111992)  0.000
H (4.370013, 3.003574, 1.147424)  0.000
H (5.290713, -0.949689, 0.242128)  0.000
H (7.691828, -0.590281, 0.894372)  0.000
H (-1.942782, 1.990471, 0.744332)  0.012
H (-1.443316, 4.619952, 1.717932)  0.001
H (1.000433, 5.082198, 1.981724)  0.001
C (-1.543332, -0.638056, 0.244240)  0.558
Ge (-2.499686, -0.546692, -1.460255)  0.107
C (-3.078817, -2.131316, -2.505846)  0.026
C (-3.896488, -1.996447, -3.654716)  0.004
C (-4.169553, -3.121673, -4.465543)  0.002
C (-3.776988, -4.438830, -4.003678)  -0.001
C (-2.986347, -4.510825, -2.867085)  0.001
C (-2.587901, -3.378204, -2.141311)  0.003
C (-1.348913, 0.404254, -2.835150)  0.009
C (-0.987587, 1.675198, -2.445860)  0.014
C (0.321118, 2.120011, -2.709070)  0.010
C (1.255833, 1.303662, -3.355024)  0.001
C (0.760027, 0.143386, -3.937055)  0.001
C (-0.543667, -0.272373, -3.694349)  -0.001
C (-4.268766, 0.173063, -1.071359)  0.019
C (-5.049312, -0.694472, -0.340968)  0.003
C (-6.429209, -0.482066, -0.280081)  0.000
C (-6.962920, 0.727756, -0.634127)  0.002
C (-6.145804, 1.651626, -1.304131)  0.000
C (-4.802568, 1.327831, -1.525206)  0.004
H (-2.150630, -0.991601, 1.074818)  0.064
H (-4.288787, -1.037303, -3.905070)  0.000
H (-4.735808, -3.101039, -5.362933)  0.000
H (-4.140414, -5.354140, -4.438234)  0.000
H (-2.694912, -5.466304, -2.439899)  0.000
H (-1.869426, -3.488870, -1.323320)  0.003
H (-1.721540, 2.373328, -1.973638)  0.000
H (0.485338, 3.177728, -2.405844)  0.000
H (2.306233, 1.526944, -3.437293)  0.000
H (1.418132, -0.402112, -4.624644)  0.000
H (-0.862077, -1.222276, -4.117879)  0.000
H (-4.669228, -1.707017, -0.060677)  0.001
H (-7.044065, -1.338912, -0.019344)  0.000
H (-7.988769, 0.887348, -0.474947)  0.000
H (-6.466923, 2.613573, -1.736306)  0.000
H (-4.118243, 1.988604, -2.076907)  0.000
N (1.667651, -1.367717, 4.082538)  0.009
C (1.498042, -1.622804, 2.774884)  0.020
N (0.440269, -0.956803, 2.327319)  0.109
C (-0.304655, -0.471580, 3.417677)  0.008
C (-1.552665, 0.198603, 3.565388)  0.004
C (-1.963337, 0.546116, 4.860751)  0.001
C (-1.028153, 0.527130, 5.909070)  0.000
C (0.303308, 0.087053, 5.748454)  0.002
C (0.623610, -0.552355, 4.559421)  0.004
H (2.366672, -1.793037, 4.684733)  0.001
H (2.142928, -2.350211, 2.233130)  0.001
H (-2.227557, 0.404767, 2.713022)  0.004
H (-3.043400, 0.737126, 5.097764)  0.000
H (-1.347712, 0.863962, 6.884394)  0.000
H (1.111276, 0.275991, 6.511319)  0.000
Cl (0.877109, -4.955051, -1.299799)  0.001
C (1.706109, -3.429282, -1.727875)  0.003
C (0.968097, -2.299384, -1.055254)  0.015
O (1.440920, -1.876826, 0.056092)  0.071
O (-0.090449, -1.889398, -1.568926)  0.080
H (1.545686, -3.370308, -2.883661)  0.001
H (2.774654, -3.610178, -1.464692)  0.001

Cartesian forces, eV/Å:
4.346 0.555 -0.912
-0.199 -1.042 -0.786
-0.857 -1.547 -0.544
-0.991 -0.515 -0.001
-0.001 0.859 -0.961
-0.065 -0.069 -0.415
0.295 0.900 0.028
-0.332 1.772 1.238
-0.257 -1.954 2.467
0.131 0.705 -0.029
-0.012 0.564 -0.334
-0.080 1.379 -1.630
-2.330 -0.299 2.252
-0.724 -0.273 -1.511
1.605 -0.360 0.623
0.215 1.181 0.414
0.865 -1.022 0.389
-0.127 1.727 -0.170
0.687 0.336 0.458
0.228 0.481 -0.017
-0.308 -0.588 -0.144
0.433 0.444 0.245
0.472 -0.160 -0.494
0.705 -0.522 0.317
0.089 0.904 0.352
0.453 -0.961 -0.708
-0.530 -0.637 -0.794
-4.623 -0.622 -0.170
-0.036 -0.002 -1.889
0.423 -0.252 0.307
0.641 -1.709 -0.063
0.732 -1.397 2.125
0.027 2.267 0.426
0.038 -0.201 0.564
-0.289 -0.191 -0.700
-2.010 0.099 2.042
0.933 1.244 -0.170
-0.661 1.363 0.435
-0.905 0.038 0.029
0.314 0.232 -0.653
1.033 -1.266 -0.912
1.395 -0.887 1.076
-1.038 -1.707 -0.530
0.950 -1.029 0.748
0.947 0.773 -1.160
0.403 0.379 -0.094
-0.349 1.731 -0.763
0.086 -0.164 0.049
-0.186 0.598 -0.319
-0.515 0.486 -0.594
0.042 0.017 -0.489
0.011 -0.113 -0.341
-0.453 0.045 -0.212
0.796 -0.733 -0.078
0.615 -0.939 -0.172
-0.005 0.394 -0.041
-0.332 -0.056 0.442
-0.011 0.015 0.220
-0.240 0.950 -0.119
-0.170 0.375 0.483
-1.221 0.384 -0.051
-0.320 -0.605 0.562
-0.689 -0.004 0.041
0.179 0.531 1.560
-0.615 0.572 -0.015
-0.933 -1.418 0.374
2.127 1.334 1.647
0.143 -0.531 -0.446
0.039 -0.558 0.069
0.558 -0.137 -0.204
0.604 0.066 0.786
-2.002 -0.543 -1.970
-0.211 0.216 -0.379
-0.681 1.154 0.180
0.570 -0.446 0.541
1.307 0.261 -0.479
0.100 0.128 0.061
-1.251 -0.500 -0.578
-0.208 -0.293 0.270
0.332 -0.729 -2.534
0.375 -0.680 0.300
-0.435 -0.905 -1.025
1.331 0.188 0.457
0.580 0.185 2.178
-0.954 0.730 -0.149